No. 1
22
Properties=species:S:1:pos:R:3 method="wB97M-V/def2-TZVPD" homo_energy_ev="-5.238 / -9.601" gap_ha="0.218 / 0.256" de_lowest_ev=0.000 multiplicity=3
C -2.34476 -1.13329 0.83632
C -1.71244 -1.68995 -0.50147
C -0.39628 -2.39431 -0.37587
C 1.92156 2.41059 -0.63448
C 1.06069 1.51551 0.10822
N -0.37924 2.08105 0.14553
O -2.92333 1.96915 -0.24750
O -1.80062 0.13745 1.17016
O -1.58219 -0.59905 -1.34512
P -1.73173 1.20186 -0.00222
H -3.39209 -1.06687 0.68285
H -2.00969 -1.69468 1.71934
H -2.58593 -2.39738 -0.89039
H 0.52387 -1.84700 -0.13302
H -0.00910 -2.75034 -1.50873
H -0.44552 -3.36376 0.18947
H 1.76057 3.46315 -0.33628
H 2.94696 2.28377 -0.32638
H 1.82130 2.26188 -1.76992
H 1.08732 0.51164 -0.15474
H 1.50165 1.53273 1.22730
H -0.46181 3.07366 -0.25365

No. 2
22
Properties=species:S:1:pos:R:3 method="wB97M-V/def2-TZVPD" homo_energy_ev="-3.804 / -3.804" gap_ha="0.258 / 0.258" de_lowest_ev=1.480 total_charge=-1
C -2.02289 1.19253 0.92377
C -0.51327 -0.21757 -1.14816
C -0.88135 -1.87038 0.73575
C -0.57263 0.68804 1.13685
C -0.15460 -0.59492 0.33500
N 3.18500 -0.24649 -1.93276
O 3.93421 1.23754 0.03426
O 2.01572 1.90625 -1.34251
O 1.18134 -0.75291 0.51944
S 2.92804 0.85743 -0.92867
H -2.60464 0.33248 1.26191
H -2.10754 1.42186 -0.14545
H -2.26329 2.17984 1.43784
H 0.35143 -0.42940 -1.73076
H -1.26482 -0.91847 -1.55627
H -0.77517 0.77611 -1.35898
H -1.97639 -1.66927 0.46823
H -0.61697 -2.67015 0.13306
H -0.83570 -2.15297 1.78892
H -0.50451 0.56579 2.23993
H 0.03019 1.43041 0.58757
H 3.46784 -1.06574 -1.45900

No. 3
22
Properties=species:S:1:pos:R:3 method="wB97M-V/def2-TZVPD" homo_energy_ev="-7.899 / -7.899" gap_ha="0.201 / 0.201" de_lowest_ev=2.632
C -0.40888 0.62748 0.51959
C 0.36397 -0.25021 -0.49388
C 1.51390 -0.09638 0.50761
C 2.75718 0.53982 -0.07269
C 1.76733 -1.27584 1.45927
N 0.66068 0.90868 1.25818
O -1.60903 0.94284 0.47676
P -4.31620 0.83891 1.12537
P -3.15622 -1.72206 -0.35917
P -3.59016 0.29469 -0.80358
H -0.15869 -1.24528 -0.43245
H 0.58582 0.24771 -1.46158
H 3.19810 0.00078 -0.94621
H 3.54265 0.75178 0.52719
H 2.54361 1.44751 -0.63383
H 1.11758 -2.09825 1.36868
H 1.70609 -0.76006 2.41670
H 2.88182 -1.65724 1.44809
H -3.90219 2.16079 1.10450
H -5.65470 1.16091 0.62215
H -4.54608 -1.87767 -0.25765
H -3.22534 -1.93504 -1.76638

No. 4
20
Properties=species:S:1:pos:R:3 method="wB97M-V/def2-TZVPD" homo_energy_ev=-2.873 gap_ha=0.216 smiles=C[C@H](CCS)NC[O-] de_lowest_ev=4.109 total_charge=-1
C -0.37931 1.74479 0.71442
C -0.52834 0.43922 -0.30329
C -0.64224 -0.71761 0.69148
C -0.58733 -2.12280 -0.06175
S -1.03708 -3.43542 1.13014
N 0.71126 0.19229 -1.06523
C 1.57525 1.54967 -1.50102
O 2.69343 1.53838 -0.85265
H 0.36374 2.23644 0.22525
H -1.34641 2.04437 1.04867
H 0.19764 1.45014 1.51409
H -1.46544 0.63867 -0.93735
H 0.10130 -0.79556 1.51063
H -1.59678 -0.67980 1.25583
H 0.47578 -2.48522 -0.27414
H -1.28670 -2.13900 -0.80386
H -1.15234 -2.68316 2.15574
H 1.37310 -0.39940 -0.51092
H 1.57717 1.18945 -2.55049
H 0.95331 2.43456 -1.38554

No. 5
20
Properties=species:S:1:pos:R:3 method="wB97M-V/def2-TZVPD" homo_energy_ev=-2.302 gap_ha=0.196 smiles=[O-]CCNCCCS de_lowest_ev=3.322 total_charge=-1
O -0.68184 -1.41030 -3.44286
C -0.74650 -1.72082 -2.15830
C -0.66658 -0.42530 -1.14963
N 0.02078 -0.84232 0.11733
C 1.24452 -0.02291 0.31457
C 0.97617 1.41509 0.76719
C -0.31053 1.65351 1.51534
S -0.34938 0.62571 3.14020
H -0.04225 -2.47960 -1.71811
H -1.78899 -2.08038 -1.92753
H -1.69455 -0.12146 -0.94554
H -0.13303 0.38622 -1.65515
H 0.42621 -1.77030 0.11400
H 1.78445 -0.50929 1.14741
H 2.03569 -0.09706 -0.45017
H 0.74100 1.91657 -0.20262
H 1.78656 2.01366 1.17158
H -0.42913 2.72145 1.66250
H -1.18461 1.21063 1.05598
H -0.98800 -0.46311 2.64382

No. 6
20
Properties=species:S:1:pos:R:3 method="wB97M-V/def2-TZVPD" homo_energy_ev=-2.139 gap_ha=0.181 smiles=[O-]CCNCCCS de_lowest_ev=2.774 total_charge=-1
O 2.20328 1.10772 -3.62047
C 1.10052 0.68380 -2.96427
C 1.41422 0.23604 -1.47843
N 0.32317 0.53874 -0.55037
C 0.72409 0.49273 0.84236
C -0.42053 0.70838 1.81241
C -1.70329 -0.08184 1.52246
S -1.62304 -1.83061 2.03468
H 0.60769 -0.19597 -3.44812
H 0.39198 1.53190 -2.79307
H 2.28782 0.84649 -1.24759
H 1.66256 -0.83762 -1.48769
H -0.42106 -0.13726 -0.67605
H 1.27067 -0.43114 1.08699
H 1.43804 1.31151 1.00346
H -0.70209 1.76499 1.75507
H -0.04013 0.47030 2.81174
H -2.53502 0.37934 2.04468
H -1.89398 -0.08935 0.46306
H -0.93070 -2.30420 0.99560

No. 7
19
Properties=species:S:1:pos:R:3 method="wB97M-V/def2-TZVPD" homo_energy_ev=-8.805 gap_ha=0.365 smiles=NPC1CCCC1 de_lowest_ev=0.502
N -3.03903 -0.09623 1.07599
P -1.68888 0.86653 0.99615
C -0.16767 -0.25504 0.63486
C 1.31112 0.34235 0.88068
C 1.95753 0.29106 -0.47621
C 0.77245 0.26143 -1.47460
C -0.26695 -0.61668 -0.84563
H -3.17052 -0.75786 1.82842
H -3.93777 0.31075 0.86375
H -1.54389 1.00831 2.49162
H -0.14369 -1.21905 1.28152
H 1.92474 -0.03407 1.73180
H 1.17608 1.46917 1.15574
H 2.60980 -0.60109 -0.63411
H 2.63821 1.11731 -0.75970
H 0.40476 1.21858 -1.78614
H 0.96117 -0.15015 -2.44798
H -1.36138 -0.51831 -1.31278
H -0.01518 -1.66774 -1.16459

No. 8
19
Properties=species:S:1:pos:R:3 method="wB97M-V/def2-TZVPD" homo_energy_ev=-2.291 gap_ha=0.215 smiles=CCCNCC[S-] de_lowest_ev=1.589 total_charge=-1
C -1.60701 -1.79554 1.22102
C -0.30364 -0.87277 1.20141
C -0.61944 0.51881 0.50691
N -0.54924 0.30174 -0.94739
C 0.71732 0.69387 -1.67402
C 1.88720 1.28435 -0.82912
S 3.46800 1.32956 -1.73421
H -2.05410 -1.69314 0.24605
H -2.27654 -1.30431 2.10378
H -1.36375 -2.85235 1.44940
H 0.58273 -1.38546 0.75878
H 0.03784 -0.75109 2.32920
H -0.00460 1.38709 0.82218
H -1.68105 0.90737 0.88671
H -1.39146 0.47100 -1.50655
H 1.18779 -0.23601 -2.05065
H 0.34819 1.22188 -2.49168
H 2.09157 0.59468 0.02045
H 1.53018 2.18033 -0.31226

No. 9
19
Properties=species:S:1:pos:R:3 method="wB97M-V/def2-TZVPD" homo_energy_ev=-2.735 gap_ha=0.250 de_lowest_ev=1.109 total_charge=-1
C 1.58758 2.06040 -0.86649
C 0.33192 1.87822 -1.33154
N -0.79040 1.82667 -0.52155
C -1.93102 1.12103 -1.08189
H 1.75966 1.80964 0.17179
H 2.34089 2.53472 -1.48181
H 0.14983 1.58680 -2.36989
H -0.53747 1.40629 0.39998
H -2.89085 1.57414 -0.78331
H -1.87586 1.12348 -2.16932
H -1.99750 0.10757 -0.66733
C 0.18308 -2.76577 0.96011
C 0.86539 -1.63383 1.70994
S -0.14898 -0.15667 1.93010
H -0.08794 -2.37869 -0.03127
H -0.73703 -3.08522 1.45399
H 0.81463 -3.65021 0.80755
H 1.78552 -1.36861 1.17313
H 1.17856 -1.98994 2.69781

No. 10
19
Properties=species:S:1:pos:R:3 method="wB97M-V/def2-TZVPD" homo_energy_ev="-13.000 / -13.008" gap_ha="0.259 / 0.259" de_lowest_ev=4.584 total_charge=+1
C 0.25793 -2.94084 -0.15588
C -0.09724 -1.64002 -0.25773
C -0.19022 1.05989 -1.43420
C -0.65976 1.79180 0.84779
C 0.20421 -0.46156 0.52183
N 0.06869 0.85752 0.00832
S 2.75620 -0.15348 0.37766
H -0.14872 -3.69434 -0.83841
H 1.06432 -3.28896 0.48116
H -0.63645 -1.48581 -1.24927
H -1.19670 1.01901 -1.81186
H 0.07852 2.08408 -1.85016
H 0.26739 0.28376 -2.05008
H -1.12152 2.54351 0.31039
H -1.41081 1.21927 1.32479
H 0.00428 2.23912 1.51708
H 0.19581 -0.48055 1.55295
H 1.07976 1.15615 -0.08538
H 3.01148 -0.40503 -0.92985

No. 11
19
Properties=species:S:1:pos:R:3 method="wB97M-V/def2-TZVPD" homo_energy_ev=-12.203 gap_ha=0.316 de_lowest_ev=4.033 total_charge=+1
C -1.81565 -0.23929 -0.29938
C -2.32362 -1.05570 -1.36578
C 0.57585 1.88694 -0.73388
C 1.62288 -0.93650 1.45875
C 0.74679 0.51687 -0.29594
N 1.20165 0.29817 0.88485
S -2.71398 0.25842 0.95024
H -1.63410 -1.87497 -1.39899
H -3.38592 -1.44907 -1.31901
H -2.14751 -0.44772 -2.38495
H 1.33487 2.60822 -0.40950
H -0.28554 2.26386 -0.12466
H 0.38908 1.92544 -1.78561
H 1.46655 -1.82238 0.94817
H 2.57761 -0.88900 1.93489
H 0.96883 -1.24835 2.28578
H 0.60755 -0.21466 -1.03883
H -1.76415 1.16628 1.56532
H 1.31276 1.22980 1.47730

No. 12
19
Properties=species:S:1:pos:R:3 method="wB97M-V/def2-TZVPD" homo_energy_ev="-10.161 / -12.887" gap_ha="0.253 / 0.254" de_lowest_ev=0.671 total_charge=+1 multiplicity=3
C 0.52074 -0.43939 0.34367
C -0.91253 -0.05060 0.02605
C 2.05764 -0.23469 0.11536
C 2.93122 -1.29014 0.36425
C 2.39215 1.03378 -0.50473
N -4.24324 0.71391 -0.00163
S -2.03070 -1.26319 0.24722
H 0.49576 -1.50668 0.70263
H -1.19701 0.87716 -0.30762
H 2.70953 -1.73307 1.26899
H 3.98445 -1.06156 0.38634
H 2.88085 -1.83150 -0.59895
H 1.43399 1.57981 -0.83102
H 2.94079 0.76248 -1.40757
H 2.99690 1.70394 0.06836
H -4.94306 0.50427 -0.70849
H -3.79779 1.67425 0.02806
H -4.82221 0.56225 0.79204
H -3.39749 -0.00101 0.01703

No. 13
20
Properties=species:S:1:pos:R:3 method="wB97M-V/def2-TZVPD" homo_energy_ev=-3.143 gap_ha=0.117 de_lowest_ev=5.662 total_charge=-1
C -1.43759 -0.66605 0.87277
C -1.34116 -0.15988 2.36504
S -2.87615 -0.30232 3.24052
C -0.61667 -0.23533 -0.31779
N 0.59783 -0.92368 -0.53068
C 1.45687 -0.09848 -1.27188
C 1.08269 0.18829 -2.82866
S 0.01268 1.60797 -3.11863
H -2.51814 -0.51432 0.74665
H -1.33164 -1.77086 1.06678
H -1.13061 0.90456 2.22633
H -0.48867 -0.68763 2.82520
H -0.54814 0.85836 -0.19038
H -1.20997 -0.30314 -1.24534
H 1.73101 1.47743 2.66331
H 2.41571 -0.59731 -1.29754
H 1.49911 0.92862 -0.87076
H 0.55610 -0.64870 -3.31516
H 2.14564 0.26015 -3.23234
H 2.00109 0.68230 2.21256

No. 14
18
Properties=species:S:1:pos:R:3 method="wB97M-V/def2-TZVPD" homo_energy_ev="-7.247 / -6.968" gap_ha="0.305 / 0.292" de_lowest_ev=3.841
C -1.14867 -2.66890 0.43110
C -0.86672 -1.20404 0.10877
C 0.60549 1.53793 -0.63083
C -0.48181 2.52521 -0.39962
O 1.36482 1.22062 0.35990
C 2.29553 0.29980 0.43094
H -0.57258 -3.33209 -0.22326
H -0.87104 -2.90441 1.46410
H -2.20858 -2.91561 0.30620
H -1.44476 -0.53449 0.75649
H -1.13058 -0.96757 -0.92855
H 0.76061 1.01364 -1.57181
H -1.47626 2.07289 -0.52658
H -0.42186 3.37667 -1.09011
H -0.41533 2.91029 0.62209
H 2.86669 0.30928 1.34547
H 0.19702 -0.97756 0.26141
H 2.59928 -0.20251 -0.48134

No. 15
18
Properties=species:S:1:pos:R:3 method="wB97M-V/def2-TZVPD" homo_energy_ev=-9.945 gap_ha=0.406 smiles="C=CC.CCO" de_lowest_ev=1.183
C -1.74715 0.36804 0.71839
C -1.75405 0.48799 -0.60904
C -2.47832 -0.43468 -1.54344
H -1.19761 1.05991 1.35256
H -2.27691 -0.44164 1.21742
H -1.19092 1.30160 -1.06914
H -1.79448 -0.87095 -2.28052
H -3.24873 0.11026 -2.10097
H -2.96162 -1.25059 -0.99703
C 3.12558 -0.30888 0.40581
C 1.68877 -0.08950 0.83282
O 0.91525 -1.07725 0.18689
H 3.81596 0.35896 0.92995
H 3.21634 -0.14747 -0.67279
H 3.40410 -1.34596 0.61661
H 1.59913 -0.16487 1.93029
H 1.35917 0.92684 0.55656
H 0.00802 -0.75156 0.12987

No. 16
18
Properties=species:S:1:pos:R:3 method="wB97M-V/def2-TZVPD" homo_energy_ev=-9.309 gap_ha=0.379 smiles="C=CC.CCO" de_lowest_ev=2.546
C -1.37439 -2.28192 0.11849
C -0.30654 -2.07024 -0.74143
C 0.95516 -1.41650 -0.32181
H -2.25222 -2.83775 -0.12766
H -1.37621 -1.84696 1.03894
H -0.42511 -2.47542 -1.81729
H 1.73052 -2.16728 -0.05005
H 0.73138 -0.94081 0.64150
H 1.21675 -0.75798 -1.14996
C -0.72519 2.04687 0.41286
C 0.63425 1.73802 -0.27598
O 1.67698 1.42684 0.70294
H -0.96971 1.37466 1.20756
H -1.59380 2.11685 -0.38084
H -0.56086 3.06333 0.81726
H 0.30749 1.03125 -0.94922
H 1.03539 2.70109 -0.66199
H 1.29611 1.29596 1.53669

No. 17
18
Properties=species:S:1:pos:R:3 method="wB97M-V/def2-TZVPD" homo_energy_ev=-9.570 gap_ha=0.376 smiles="C=CCCC.O" de_lowest_ev=2.256
C 0.11342 -2.02792 -1.88840
C -0.17464 -1.06036 -1.04393
C 0.32780 -1.20038 0.43233
C 1.30925 -0.09451 0.82724
C 0.24840 1.01248 1.24654
H 0.64010 -2.94494 -1.60381
H -0.06266 -2.02103 -2.95729
H -0.64762 -0.11032 -1.35993
H -0.60271 -1.36602 1.05785
H 0.84884 -2.16959 0.54780
H 1.80582 0.27775 -0.02544
H 2.03089 -0.11103 1.66375
H 0.37785 1.25476 2.32087
H 0.48349 1.91825 0.65541
H -0.85672 0.80287 1.34465
O -1.59132 2.37227 -0.41316
H -2.23806 2.54815 0.29644
H -2.01214 2.91956 -1.10094

No. 18
18
Properties=species:S:1:pos:R:3 method="wB97M-V/def2-TZVPD" homo_energy_ev=-9.618 gap_ha=0.396 smiles=CCCCOC de_lowest_ev=0.858
C 1.06775 -1.95530 -1.60516
C 0.49293 -0.60340 -1.19205
C -0.62803 -0.72868 -0.15835
C -1.09566 0.62833 0.38528
O -0.68785 0.75828 1.73624
C -0.16039 2.01847 2.05746
H 1.51731 -2.46209 -0.74450
H 1.84103 -1.85180 -2.37426
H 0.28411 -2.61160 -2.00384
H 0.10721 -0.07835 -2.07579
H 1.29168 0.03388 -0.78446
H -1.46483 -1.28893 -0.59515
H -0.27582 -1.31164 0.70085
H -0.65439 1.43870 -0.21824
H -2.19172 0.73691 0.32571
H -0.00840 2.04577 3.14123
H -0.83216 2.84543 1.77717
H 0.80768 2.17778 1.55772

No. 19
18
Properties=species:S:1:pos:R:3 method="wB97M-V/def2-TZVPD" homo_energy_ev=-7.787 gap_ha=0.317 de_lowest_ev=4.315
C -1.85726 -1.17778 0.44099
C -0.96118 0.04749 0.68119
C -0.24200 0.32768 -0.59042
C 1.08944 1.96395 0.14713
C 0.78176 -0.63457 -1.01688
O 1.48777 -1.25401 0.06823
H -1.24751 -2.07716 0.30110
H -2.48942 -1.04382 -0.44537
H -2.51339 -1.33655 1.30382
H -1.59046 0.89504 0.98392
H -0.28297 -0.18896 1.51348
H 0.10911 1.53642 -0.72143
H 1.69252 1.25822 0.71546
H 1.71710 2.51616 -0.56138
H 0.53747 2.63544 0.80884
H 1.47963 -0.19070 -1.74505
H 0.17952 -1.38253 -1.57011
H 2.10986 -1.89431 -0.31352

No. 20
18
Properties=species:S:1:pos:R:3 method="wB97M-V/def2-TZVPD" homo_energy_ev=-8.561 gap_ha=0.346 smiles="CC=C(C)C.O" de_lowest_ev=1.641
C 2.23056 -0.17982 1.02495
C 1.09023 -0.32335 0.03201
C 0.25234 0.64099 -0.29386
C -0.92778 0.35327 -1.17656
C 0.43718 2.10844 0.02120
H 2.89481 0.60087 0.63536
H 1.91000 0.03500 2.04044
H 2.86018 -1.06823 1.02614
H 1.29473 -1.13196 -0.66318
H -0.91585 0.84332 -2.15689
H -1.91611 0.46323 -0.73389
H -0.88605 -0.69940 -1.47511
H 1.07058 2.65014 -0.66802
H 1.02154 2.07182 0.95875
H -0.46553 2.58367 0.39751
O -3.10608 -2.70880 0.63150
H -2.80821 -3.33176 -0.04948
H -4.03654 -2.90744 0.44912